1.
This record from OMol25 describes C44H40BrF9In as an isolated structure. The level of theory is ωB97M-V/def2-TZVPD.

```
! RIJCOSX wB97M-V def2-TZVPD def2/J DEFGRID3
* xyz -1 1
F -2.581 -0.704 -3.003
C -2.105 0.528 -2.507
C -0.853 0.340 -1.661
In 0.852 1.550 -2.332
F 0.582 1.822 -4.316
Br 1.086 3.856 -1.148
H -1.951 1.165 -3.377
H -2.919 0.954 -1.917
H -0.564 -0.707 -1.759
H -1.089 0.551 -0.623
H 2.361 0.660 -2.133
F 1.080 -3.306 -0.721
C 0.555 -3.702 -1.898
C 1.249 -3.443 -3.062
C 0.700 -3.854 -4.265
C -0.528 -4.499 -4.293
C -1.208 -4.745 -3.109
C -0.663 -4.353 -1.895
H 2.188 -2.913 -3.022
H 1.230 -3.650 -5.186
H -0.961 -4.794 -5.238
H -2.174 -5.232 -3.129
H -1.175 -4.529 -0.958
F -0.970 2.264 1.050
C -1.050 2.068 2.371
C -1.603 0.893 2.843
C -1.669 0.698 4.215
C -1.195 1.665 5.092
C -0.647 2.839 4.588
C -0.567 3.047 3.219
H -1.969 0.153 2.144
H -2.088 -0.222 4.600
H -1.254 1.499 6.156
H -0.274 3.597 5.265
H -0.132 3.945 2.802
F 2.455 6.416 3.534
C 2.735 7.106 2.406
C 2.017 6.833 1.260
C 2.312 7.545 0.108
C 3.311 8.509 0.117
C 4.017 8.765 1.284
C 3.730 8.062 2.445
H 1.255 6.066 1.265
H 1.761 7.333 -0.798
H 3.541 9.056 -0.787
H 4.800 9.512 1.292
H 4.266 8.243 3.367
F -2.473 -3.578 -6.830
C -1.929 -2.410 -7.241
C -2.369 -1.234 -6.670
C -1.795 -0.042 -7.084
C -0.807 -0.041 -8.059
C -0.386 -1.238 -8.618
C -0.944 -2.440 -8.206
H -3.132 -1.260 -5.904
H -2.111 0.887 -6.631
H -0.358 0.892 -8.371
H 0.390 -1.242 -9.373
H -0.619 -3.387 -8.614
F -0.819 0.277 7.845
C -0.046 -0.834 7.854
C 0.100 -1.524 9.039
C 0.888 -2.666 9.045
C 1.514 -3.091 7.883
C 1.351 -2.373 6.706
C 0.563 -1.232 6.682
H -0.396 -1.171 9.932
H 1.011 -3.224 9.964
H 2.129 -3.981 7.893
H 1.840 -2.699 5.798
H 0.420 -0.659 5.775
F -4.135 -1.501 3.480
C -4.849 -1.869 4.561
C -5.727 -2.928 4.446
C -6.461 -3.304 5.561
C -6.315 -2.622 6.761
C -5.426 -1.560 6.848
C -4.680 -1.176 5.743
H -5.828 -3.440 3.499
H -7.151 -4.134 5.489
H -6.893 -2.919 7.626
H -5.309 -1.024 7.780
H -3.981 -0.353 5.793
F 4.065 -3.260 -4.563
C 4.490 -2.111 -5.142
C 3.793 -0.947 -4.903
C 4.231 0.223 -5.502
C 5.348 0.210 -6.328
C 6.025 -0.979 -6.561
C 5.597 -2.157 -5.966
H 2.914 -0.948 -4.275
H 3.688 1.141 -5.319
H 5.685 1.126 -6.794
H 6.891 -0.993 -7.210
H 6.110 -3.096 -6.127
*
```

Calculated values
**DFT total energy**: -5363.6959 a.u.

=====

2.
This record from OMol25 describes C44H40BrN9NiO2P2S3Se2 as an isolated structure at a distorted geometry. The level of theory is ωB97M-V/def2-TZVPD.

```
! RIJCOSX wB97M-V def2-TZVPD def2/J DEFGRID3
* xyz 0 3
Ni -1.510 -1.240 1.766
Se 3.900 0.801 -1.871
P 2.711 -0.892 -2.377
C 1.735 -0.519 -3.774
C 2.370 -0.393 -4.992
C 1.622 0.095 -6.062
C 0.273 0.567 -5.904
C -0.314 0.426 -4.644
C 0.378 -0.169 -3.577
C 3.673 -2.372 -2.719
C 4.476 -2.843 -1.692
C 5.449 -3.831 -1.967
C 5.732 -4.270 -3.250
C 4.917 -3.816 -4.292
C 3.834 -2.994 -3.943
C 1.659 -1.327 -1.034
C 1.083 -0.721 0.112
N 0.051 -1.522 0.559
N 0.112 -2.720 -0.209
N 0.939 -2.559 -1.174
P 1.902 0.507 1.090
Se 1.133 0.232 3.136
C 1.813 2.080 0.328
C 2.448 3.150 0.955
C 2.688 4.319 0.263
C 2.154 4.491 -1.051
C 1.330 3.507 -1.589
C 1.091 2.343 -0.870
C 3.619 0.000 1.452
C 4.702 0.878 1.716
C 5.908 0.299 2.144
C 5.994 -1.082 2.229
C 4.910 -1.898 1.972
C 3.683 -1.331 1.674
H 3.425 -0.642 -5.078
H 2.073 -0.051 -7.038
H -0.316 0.941 -6.739
H -1.329 0.792 -4.415
H -0.072 -0.315 -2.590
H 4.317 -2.569 -0.657
H 5.867 -4.282 -1.066
H 6.576 -4.987 -3.459
H 5.030 -4.191 -5.288
H 3.116 -2.822 -4.744
H 2.876 3.043 1.945
H 3.294 5.077 0.779
H 2.498 5.288 -1.692
H 0.981 3.655 -2.649
H 0.329 1.585 -1.201
H 4.639 1.949 1.586
H 6.741 0.929 2.245
H 7.002 -1.491 2.380
H 5.069 -3.020 2.017
H 2.881 -2.020 1.331
C -2.525 3.453 3.887
C -3.009 2.065 3.736
C -4.117 1.579 4.439
C -4.484 0.215 4.317
C -3.703 -0.616 3.528
Br -4.430 -2.430 3.423
N -2.630 -0.185 2.868
C -2.287 1.173 2.985
H -2.977 4.160 3.212
H -1.444 3.556 3.714
H -2.701 3.790 4.890
H -4.642 2.348 5.084
H -5.300 -0.175 4.865
H -1.351 1.517 2.494
S -0.539 -2.391 3.537
C -0.781 -4.087 3.300
N -0.867 -4.623 2.093
C -1.233 -6.007 2.076
C -1.342 -6.268 3.561
N -0.872 -5.084 4.220
H -0.744 -3.956 1.317
H -0.476 -6.700 1.633
H -2.166 -6.171 1.475
H -0.687 -7.096 4.032
H -2.404 -6.482 3.813
H -0.954 -4.889 5.213
N -4.256 7.217 0.052
C -4.071 5.889 -0.279
C -3.759 5.644 -1.644
C -3.390 4.364 -2.036
C -3.541 3.302 -1.123
C -3.929 3.565 0.234
C -4.159 4.848 0.625
S -3.748 1.721 -1.804
O -2.870 1.715 -2.983
O -5.213 1.556 -2.015
N -3.116 0.823 -0.613
C -3.467 -0.456 -0.478
S -4.761 -1.148 -1.532
C -4.398 -2.690 -0.990
C -3.414 -2.613 0.018
N -2.825 -1.415 0.261
H -4.474 7.900 -0.640
H -4.450 7.485 1.008
H -3.693 6.468 -2.301
H -2.991 4.335 -3.076
H -4.019 2.673 0.895
H -4.487 5.056 1.652
H -4.787 -3.527 -1.552
H -2.985 -3.475 0.536
*
```

Calculated values
**Energy relative to the best compared isomer or geometry (same formula, charge and spin)**: 58.0 kcal per mole
**DFT total energy**: -13106.3787 a.u.
**<S²>**: 2.01

=====

3.
This record from OMol25 describes C44H40Cl5N4O5ReSi as an isolated structure at a distorted geometry. The level of theory is ωB97M-V/def2-TZVPD.

```
! RIJCOSX wB97M-V def2-TZVPD def2/J DEFGRID3
* xyz 1 4
Re 0.059 0.104 -0.499
N -2.367 -1.036 -0.582
C -2.355 -2.154 0.355
C -3.191 -3.369 -0.094
C -2.583 -4.209 -1.232
C -1.904 -5.521 -0.785
N -0.489 -5.365 -0.512
C 0.425 -5.118 -1.444
N 1.636 -4.705 -1.082
N 0.185 -5.358 -2.736
C -0.878 -2.585 0.590
O -0.645 -3.513 1.355
O 0.007 -1.979 -0.094
H -3.153 -0.412 -0.440
H -2.411 -1.373 -1.540
H -2.752 -1.814 1.318
H -4.163 -2.985 -0.415
H -3.363 -4.001 0.776
H -1.852 -3.614 -1.787
H -3.385 -4.475 -1.923
H -2.040 -6.293 -1.549
H -2.365 -5.889 0.131
H -0.291 -4.989 0.421
H 1.800 -4.302 -0.167
H 2.293 -4.434 -1.797
H -0.681 -5.771 -3.034
H 0.899 -5.196 -3.425
O -0.968 0.716 1.546
C -1.081 2.135 1.763
C -0.123 2.840 0.708
O 0.169 3.997 0.869
O 0.219 2.097 -0.276
C -0.628 2.481 3.165
C -0.778 3.780 3.637
C -0.346 4.103 4.910
C 0.237 3.141 5.720
C 0.385 1.847 5.254
C -0.046 1.517 3.983
C -2.502 2.625 1.520
C -3.508 2.184 2.378
C -4.804 2.647 2.235
C -5.116 3.549 1.230
C -4.126 3.973 0.363
C -2.827 3.515 0.504
H -1.801 0.299 1.802
H -1.216 4.533 3.002
H -0.466 5.113 5.268
H 0.577 3.401 6.710
H 0.838 1.088 5.874
H 0.080 0.502 3.629
H -3.271 1.499 3.185
H -5.568 2.317 2.924
H -6.123 3.923 1.132
H -4.354 4.677 -0.422
H -2.069 3.879 -0.169
Cl 1.751 -2.083 -2.700
C 0.882 -0.821 -3.450
C 0.125 0.033 -2.637
C -0.644 0.974 -3.347
Cl -1.739 1.953 -2.457
C -0.580 1.141 -4.727
Cl -1.489 2.365 -5.506
C 0.241 0.302 -5.482
Cl 0.343 0.478 -7.178
C 0.951 -0.709 -4.835
Cl 1.904 -1.794 -5.757
C 4.637 1.159 -4.134
C 5.129 0.139 -3.338
C 4.502 -0.173 -2.147
C 3.355 0.499 -1.742
C 2.879 1.536 -2.546
C 3.520 1.869 -3.724
Si 2.514 0.128 -0.069
C 2.768 -1.554 0.819
C 3.506 -2.617 0.311
C 3.719 -3.766 1.059
C 3.174 -3.885 2.326
C 2.415 -2.845 2.839
C 2.226 -1.695 2.097
C 3.363 1.335 1.141
C 4.756 1.407 1.118
C 5.441 2.215 2.005
C 4.748 2.989 2.924
C 3.366 2.943 2.950
C 2.690 2.113 2.073
H 5.133 1.406 -5.061
H 6.010 -0.408 -3.639
H 4.915 -0.944 -1.517
H 2.005 2.092 -2.232
H 3.153 2.690 -4.323
H 3.928 -2.547 -0.678
H 4.319 -4.569 0.656
H 3.342 -4.779 2.908
H 1.978 -2.930 3.821
H 1.657 -0.878 2.520
H 5.302 0.826 0.390
H 6.520 2.248 1.975
H 5.288 3.627 3.609
H 2.804 3.551 3.643
H 1.615 2.082 2.109
*
```

Calculated values
**Energy relative to the best compared isomer or geometry (same formula, charge and spin)**: 16.2 kcal per mole
**DFT total energy**: -4964.5444 a.u.
**<S²>**: 3.79